{"formula": "C2H6N6", "method": "ωB97M-V/def2-TZVPD", "symbols": ["C", "C", "N", "N", "N", "N", "N", "N", "H", "H", "H", "H", "H", "H"], "coordinates": [[-0.194418, -0.343417, -0.154645], [1.474379, 0.351977, 1.554109], [1.742859, -1.346376, -0.192488], [1.076413, -1.851234, -1.117849], [-1.377283, 0.698551, 0.290742], [1.010692, -0.420547, 0.444894], [-0.138789, -1.269975, -1.152723], [-1.103621, -1.648752, -2.058732], [0.603752, 0.841739, 1.986977], [1.952837, -0.305178, 2.280128], [2.194236, 1.101071, 1.222306], [-2.136602, 0.486529, -0.356464], [-1.018425, -1.126329, -2.931740], [-2.027991, -1.505226, -1.659798]], "forces_ev_per_a": [[-5.68, 4.54, 1.39], [0.31, 0.30, 0.47], [1.18, -0.21, 0.33], [0.02, -1.04, -0.89], [5.20, -4.10, -1.35], [-1.62, -0.28, -1.11], [0.37, 1.19, 1.32], [-0.09, -0.12, -0.35], [0.04, -0.04, -0.03], [-0.09, 0.03, -0.04], [-0.08, -0.01, 0.00], [0.10, -0.25, -0.26], [0.05, 0.04, 0.41], [0.29, -0.04, 0.11]], "nbo_charge": [0.519, -0.416, -0.025, -0.019, -0.890, -0.224, -0.098, -0.612, 0.262, 0.222, 0.217, 0.308, 0.373, 0.383], "lumo_energy_ev": 0.79, "e_homo_ha": -0.2926, "homo_lumo_gap_ev": 8.754, "charge": 0, "total_energy_ev": -11107.5576, "e_above_lowest_kj_mol": 264.4, "mol_weight_g_mol": 114.1}

---

{"formula": "C2H6N6", "method": "ωB97M-V/def2-TZVPD", "symbols": ["C", "C", "H", "H", "H", "H", "H", "H", "N", "N", "N", "N", "N", "N"], "coordinates": [[0.962016, 0.225408, -0.541237], [-1.090846, 0.076113, 0.516707], [0.987158, -2.225754, 0.445154], [-0.551760, -2.604290, 0.052033], [2.767247, 0.400794, -1.192295], [1.289940, 1.976320, 0.266133], [-1.256637, 2.033623, 0.095989], [-2.949886, 0.233650, 1.164968], [0.248793, -2.008255, -0.203841], [-0.057765, -0.637237, -0.086204], [2.090757, -0.255244, -0.864572], [0.522273, 1.578101, -0.355189], [-0.533161, 1.458916, 0.574433], [-2.201337, -0.368208, 0.837546]], "forces_ev_per_a": [[0.41, -1.04, 0.49], [2.03, 1.26, -0.65], [0.40, 0.11, 0.24], [0.16, 0.88, -0.21], [0.31, 0.72, -0.13], [-0.93, -0.26, -1.57], [0.18, -0.35, 1.17], [0.63, 0.22, 0.08], [-1.39, -0.43, 0.15], [0.92, 0.87, -0.37], [-0.92, -0.20, -0.06], [3.07, -0.73, 1.45], [-3.81, -0.12, -0.85], [-1.06, -0.93, 0.27]], "nbo_charge": [0.549, 0.562, 0.362, 0.378, 0.354, 0.375, 0.367, 0.373, -0.611, -0.301, -0.731, -0.462, -0.474, -0.741], "lumo_energy_ev": 0.86, "e_homo_ha": -0.3271, "homo_lumo_gap_ev": 9.758, "charge": 0, "total_energy_ev": -11109.6909, "e_above_lowest_kj_mol": 58.6, "mol_weight_g_mol": 114.1}

---

{"formula": "C2H6NO", "method": "ωB97M-V/def2-TZVPD", "symbols": ["C", "C", "N", "O", "H", "H", "H", "H", "H", "H"], "coordinates": [[2.056256, 1.289813, 2.068534], [1.193649, 1.075317, 0.840978], [-1.258940, -0.543283, -1.276902], [1.436459, 2.258897, 1.157004], [1.539090, 1.244972, 2.907086], [3.126746, 1.031285, 1.988053], [-1.126428, -0.389776, -0.347679], [-0.829727, -1.483131, -1.508684], [-0.810555, 0.253567, -1.780311], [-2.230672, -0.627411, -1.555969]], "forces_ev_per_a": [[1.79, -1.04, -4.14], [-0.28, -1.08, 0.08], [0.64, -1.42, -4.20], [0.72, 1.36, -0.12], [-1.75, -0.19, 4.02], [-0.72, 0.81, 0.04], [0.29, 0.69, 3.83], [-0.11, 1.40, 0.08], [-0.15, -0.85, 0.19], [-0.43, 0.29, 0.22]], "nbo_charge": [-0.246, 0.220, -0.849, -0.377, 0.192, 0.223, 0.448, 0.465, 0.471, 0.453], "lumo_energy_ev": -4.21, "e_homo_ha": -0.4929, "homo_lumo_gap_ev": 9.205, "charge": 1, "total_energy_ev": -5698.0561, "e_above_lowest_kj_mol": 330.8, "mol_weight_g_mol": 60.1}

---

{"formula": "C2H6NO2", "method": "ωB97M-V/def2-TZVPD", "symbols": ["C", "O", "H", "H", "H", "C", "N", "O", "H", "H", "H"], "coordinates": [[-0.410803, 2.020617, -0.173611], [0.421451, 1.274285, -0.979506], [-0.422094, 1.655573, 0.863705], [-1.438220, 2.048000, -0.551571], [-0.078146, 3.061592, -0.105711], [0.662198, -2.223517, 0.325241], [-0.130194, -1.181550, 0.143531], [0.347728, -3.390716, 0.655880], [1.742477, -2.057126, 0.150393], [0.357229, 0.304322, -0.752952], [-1.051625, -1.511481, 0.424602]], "forces_ev_per_a": [[-0.28, 0.06, 0.71], [0.84, -0.03, -0.85], [-0.16, -0.14, -0.11], [-0.23, -0.05, 0.06], [0.21, 0.03, -0.25], [-0.37, -0.30, -0.08], [0.64, -0.08, 0.10], [0.03, -0.07, 0.18], [0.07, 0.34, -0.15], [-0.51, 0.14, 0.59], [-0.24, 0.11, -0.20]], "nbo_charge": [-0.228, -0.799, 0.162, 0.131, 0.140, 0.461, -0.969, -0.791, 0.052, 0.520, 0.320], "lumo_energy_ev": 4.18, "e_homo_ha": -0.1373, "homo_lumo_gap_ev": 7.913, "charge": -1, "total_energy_ev": -7757.1559, "e_above_lowest_kj_mol": 107.2, "mol_weight_g_mol": 76.1}

---

{"formula": "C2H6NO2", "method": "ωB97M-V/def2-TZVPD", "symbols": ["O", "C", "O", "C", "H", "H", "H", "N", "H", "H", "H"], "coordinates": [[-0.892006, 0.522955, -0.128985], [0.149334, 0.167871, -0.733211], [0.832335, -0.852961, -0.565820], [0.655470, 1.202574, -1.780451], [1.358685, 0.743903, -2.475966], [-0.187933, 1.638158, -2.308601], [1.192784, 1.966804, -1.215846], [-0.899911, -1.578068, 2.248243], [-1.426853, -1.157810, 2.992338], [0.058543, -1.666232, 2.552792], [-0.840452, -0.987193, 1.415502]], "forces_ev_per_a": [[-0.13, -0.19, 0.20], [-0.16, 0.74, -0.27], [0.28, -0.45, 0.10], [0.18, -0.48, 0.22], [-0.02, -0.02, -0.06], [-0.02, 0.18, -0.02], [-0.09, 0.19, -0.10], [0.36, -0.59, -0.31], [-0.12, 0.46, 0.02], [0.11, -0.09, 0.16], [-0.40, 0.23, 0.04]], "nbo_charge": [-0.810, 0.766, -0.781, -0.737, 0.189, 0.196, 0.197, -1.111, 0.330, 0.341, 0.421], "lumo_energy_ev": 4.58, "e_homo_ha": -0.1515, "homo_lumo_gap_ev": 8.701, "charge": -1, "total_energy_ev": -7758.2035, "e_above_lowest_kj_mol": 6.1, "mol_weight_g_mol": 76.1}

---

{"formula": "C2H6NO2", "method": "ωB97M-V/def2-TZVPD", "symbols": ["C", "C", "N", "O", "O", "H", "H", "H", "H", "H", "H"], "coordinates": [[-1.331370, -0.225675, -0.279089], [0.919171, 0.707031, 0.397686], [-0.103310, -0.539670, 0.400195], [0.677126, -1.615644, -0.118013], [1.880268, 0.532418, -0.431840], [-2.203147, -0.770233, 0.260435], [-1.419349, 0.944001, -0.272134], [-1.340969, -0.591029, -1.432176], [0.201729, 1.614860, 0.462502], [1.182101, 0.875007, 1.490552], [1.537745, -0.931071, -0.478122]], "forces_ev_per_a": [[-0.67, -0.38, -1.87], [-2.69, 0.43, 3.11], [1.32, 1.33, 1.10], [1.07, 1.88, -1.11], [0.90, -0.33, -1.27], [1.04, 1.13, -1.01], [-0.33, -2.23, 0.08], [0.01, 0.75, 2.23], [0.43, -0.46, -1.69], [0.71, -1.06, -0.16], [-1.77, -1.05, 0.59]], "nbo_charge": [-0.435, 0.133, -0.256, -0.676, -0.851, 0.163, 0.187, 0.148, 0.059, 0.057, 0.471], "lumo_energy_ev": 4.63, "e_homo_ha": -0.1062, "homo_lumo_gap_ev": 7.522, "charge": -1, "total_energy_ev": -7753.6414, "e_above_lowest_kj_mol": 446.3, "mol_weight_g_mol": 76.1}

---

- What is the formula in the sixth record?
  C2H6NO2

---

- Among the records above, which one has the highest charge?
  C2H6NO

---

Repeat the third record exactly.
{"formula": "C2H6NO", "method": "ωB97M-V/def2-TZVPD", "symbols": ["C", "C", "N", "O", "H", "H", "H", "H", "H", "H"], "coordinates": [[2.056256, 1.289813, 2.068534], [1.193649, 1.075317, 0.840978], [-1.258940, -0.543283, -1.276902], [1.436459, 2.258897, 1.157004], [1.539090, 1.244972, 2.907086], [3.126746, 1.031285, 1.988053], [-1.126428, -0.389776, -0.347679], [-0.829727, -1.483131, -1.508684], [-0.810555, 0.253567, -1.780311], [-2.230672, -0.627411, -1.555969]], "forces_ev_per_a": [[1.79, -1.04, -4.14], [-0.28, -1.08, 0.08], [0.64, -1.42, -4.20], [0.72, 1.36, -0.12], [-1.75, -0.19, 4.02], [-0.72, 0.81, 0.04], [0.29, 0.69, 3.83], [-0.11, 1.40, 0.08], [-0.15, -0.85, 0.19], [-0.43, 0.29, 0.22]], "nbo_charge": [-0.246, 0.220, -0.849, -0.377, 0.192, 0.223, 0.448, 0.465, 0.471, 0.453], "lumo_energy_ev": -4.21, "e_homo_ha": -0.4929, "homo_lumo_gap_ev": 9.205, "charge": 1, "total_energy_ev": -5698.0561, "e_above_lowest_kj_mol": 330.8, "mol_weight_g_mol": 60.1}